Model i:
Entry from OMol25: C2H6N2S2 in the gas phase (ωB97M-V/def2-TZVPD).

Bonds (Å) are listed after each position.
Atoms and positions in Å:
1 S -1.213 -1.827 -0.276  N3 1.884, H12 1.683
2 S 2.909 -0.372 -0.305  N4 1.647, H10 1.682
3 N -0.825 -0.013 -0.604  S1 1.884, C5 1.344, C6 1.554
4 N 1.366 -0.944 -0.235  S2 1.647, C5 1.383
5 C 0.509 0.110 -0.494  N3 1.344, N4 1.383, H11 1.096
6 C -1.726 1.089 0.019  N3 1.554, H7 1.220, H8 1.165, H9 1.112
7 H -1.497 1.080 1.217  C6 1.220
8 H -2.805 1.102 -0.420  C6 1.165
9 H -1.167 1.941 -0.428  C6 1.112
10 H 3.504 -1.027 1.125  S2 1.682
11 H 0.858 1.130 -0.296  C5 1.096
12 H 0.086 -2.271 0.697  S1 1.683

Properties
E_HOMO   -0.29541 Ha
SMILES   CN(S)/C=N/S
Total charge   0

Model ii:
Entry from OMol25: C2H6N2S2 in the gas phase (ωB97M-V/def2-TZVPD).

Bonds (Å) are listed after each position.
Atoms and positions in Å:
1 S -1.930 -0.220 -0.701  N3 1.725, H12 1.361
2 S 1.415 -0.154 -0.741  C5 1.865, C6 1.804
3 N -0.964 0.817 0.284  S1 1.725, C6 1.404, H8 1.068
4 N 0.607 2.381 -0.223  C6 1.253, H9 1.033
5 C 0.868 -1.657 0.216  S2 1.865, H7 1.110, H10 1.084, H11 1.094
6 C 0.303 1.165 -0.211  S2 1.804, N3 1.404, N4 1.253
7 H 0.477 -1.410 1.225  C5 1.110
8 H -1.495 1.722 0.482  N3 1.068
9 H 1.584 2.422 -0.556  N4 1.033
10 H 1.759 -2.268 0.305  C5 1.084
11 H 0.142 -2.211 -0.388  C5 1.094
12 H -2.767 -0.586 0.309  S1 1.361

Properties
E_HOMO   -0.32972 Ha
SMILES   [H]/N=C(/NS)SC
Total charge   0

Winner for stability: model ii

Model i:
Entry from OMol25: 2 unconnected molecules or ions with the total composition C5H13N2S (ωB97M-V/def2-TZVPD).

Bonds (Å) are listed after each position.
Atoms and positions in Å:
1 S -1.819 -0.424 -0.596  N2 1.624, H14 1.360
2 N -0.568 0.609 -0.517  S1 1.624, C8 1.426
3 N 0.009 -1.541 1.317  C6 1.428, C7 1.492, H18 1.123, H19 1.022
4 C 1.910 -1.194 0.409  C6 1.490, C7 1.536, H9 1.087, H10 1.091
5 C -1.119 2.623 -1.628  C8 1.535, H13 1.090, H17 1.087, H20 1.089
6 C 0.819 -0.399 1.040  N3 1.428, C4 1.490, H21 1.073
7 C 1.073 -2.431 0.766  N3 1.492, C4 1.536, H12 1.087, H15 1.086
8 C -0.796 1.994 -0.266  N2 1.426, C5 1.535, H11 1.096, H16 1.092
9 H 2.078 -1.019 -0.651  C4 1.087
10 H 2.867 -1.111 0.927  C4 1.091
11 H -1.599 2.194 0.452  C8 1.096
12 H 1.509 -3.066 1.534  C7 1.087
13 H -2.117 2.334 -1.958  C5 1.090
14 H -1.305 -1.199 -1.590  S1 1.360
15 H 0.728 -3.040 -0.064  C7 1.086
16 H 0.142 2.411 0.108  C8 1.092
17 H -1.074 3.706 -1.551  C5 1.087
18 H -0.909 -1.476 0.674  N3 1.123
19 H -0.318 -1.704 2.271  N3 1.022
20 H -0.397 2.286 -2.370  C5 1.089
21 H 0.887 0.448 1.695  C6 1.073

Properties
E_HOMO (alpha / beta)   -0.46244 / -0.46238 Ha
Total charge   +1

Model ii:
Entry from OMol25: 2 unconnected molecules or ions with the total composition C5H13N2S (ωB97M-V/def2-TZVPD).

Bonds (Å) are listed after each position.
Atoms and positions in Å:
1 S -0.233 -0.910 1.730  C7 1.618
2 N -1.067 0.228 -1.045  C5 1.475, C6 1.489, H9 1.044, H21 1.030
3 N -2.074 2.224 -0.629  C6 1.243, H16 1.012
4 C 0.405 2.112 -0.320  C6 1.481, H11 1.089, H12 1.089, H19 1.087
5 C -0.486 -0.088 -2.364  N2 1.475, H13 1.088, H15 1.087, H18 1.087
6 C -0.967 1.658 -0.641  N2 1.489, N3 1.243, C4 1.481
7 C 0.276 -2.121 2.674  S1 1.618, C8 1.465, H14 1.086
8 C 1.343 -3.074 2.357  C7 1.465, H10 1.091, H17 1.087, H20 1.092
9 H -0.621 -0.355 -0.303  N2 1.044
10 H 0.917 -4.076 2.284  C8 1.091
11 H 1.033 2.133 -1.209  C4 1.089
12 H 0.862 1.441 0.407  C4 1.089
13 H -0.963 0.518 -3.131  C5 1.088
14 H -0.213 -2.237 3.637  C7 1.086
15 H 0.583 0.108 -2.360  C5 1.087
16 H -2.124 3.199 -0.362  N3 1.012
17 H 1.866 -2.830 1.436  C8 1.087
18 H -0.646 -1.139 -2.591  C5 1.087
19 H 0.380 3.115 0.099  C4 1.087
20 H 2.047 -3.112 3.191  C8 1.092
21 H -2.077 0.026 -1.054  N2 1.030

Properties
E_HOMO (alpha / beta)   -0.46745 / -0.46744 Ha
Total charge   +1

Winner for stability: model ii